Entry 1:
A cluster of 2 separate species, C4H14N2O in total in a non-equilibrium geometry. Source: OMol25; level of theory: ωB97M-V with the def2-TZVPD basis set.

The geometry in ORCA input format:
```
! wB97M-V def2-TZVPD RIJCOSX def2/J DEFGRID3
* xyz 0 1
N 0.93 -0.77 -2.82
C 1.43 0.00 -1.60
C 0.92 -0.73 -0.23
C -0.60 -0.69 0.20
C -0.86 -0.18 1.58
N 0.31 0.43 2.42
H 0.68 -1.68 -2.65
H 0.29 -0.33 -3.60
H 2.52 -0.19 -1.56
H 1.24 1.14 -1.49
H 1.65 -0.31 0.46
H 1.32 -1.79 -0.24
H -1.29 -0.24 -0.45
H -0.93 -1.75 0.17
H -1.24 -1.03 2.25
H -1.64 0.63 1.64
H 1.07 0.03 2.03
H 0.25 -0.15 3.24
O -2.31 2.72 0.14
H -1.39 3.04 0.20
H -2.37 1.87 0.33
*
```

Properties
HOMO: -8.92 eV
LUMO energy: 0.82 eV
SMILES string: NCCCCN.O
M: 106.2 g/mol

Atom charges from the natural (NBO) analysis, given in e for atoms 1 to 6: atom 1 (N): -0.892, atom 2 (C): -0.201, atom 3 (C): -0.411, atom 4 (C): -0.454, atom 5 (C): -0.221, atom 6 (N): -0.801

***

Entry 2:
A cluster of 2 separate species, C4H14N2O in total in a non-equilibrium geometry. Source: OMol25; level of theory: ωB97M-V with the def2-TZVPD basis set.

The geometry in ORCA input format:
```
! wB97M-V def2-TZVPD RIJCOSX def2/J DEFGRID3
* xyz 0 1
C 0.29 -2.39 -0.57
N 0.44 -0.96 -0.93
C -0.87 -0.23 -0.63
C -0.88 1.18 -1.08
C 0.36 2.03 -0.71
N 0.65 1.62 0.76
H -0.76 -2.60 -0.78
H 0.47 -2.74 0.46
H 0.98 -3.00 -1.22
H 0.93 -0.50 -0.19
H -1.17 -0.44 0.38
H -1.73 -0.83 -1.12
H -1.28 1.26 -2.18
H -1.81 1.65 -0.58
H 1.21 1.68 -1.27
H 0.13 3.14 -0.83
H -0.02 2.07 1.46
H 1.51 2.09 0.93
O 0.15 -0.89 2.74
H 0.71 -0.78 1.95
H 0.68 -1.35 3.39
*
```

Properties
HOMO: -8.98 eV
LUMO energy: 0.89 eV
SMILES string: CNCCCN.O
M: 106.2 g/mol

Atom charges from the natural (NBO) analysis, given in e for atoms 1 to 6: atom 1 (C): -0.433, atom 2 (N): -0.631, atom 3 (C): -0.242, atom 4 (C): -0.429, atom 5 (C): -0.229, atom 6 (N): -0.868

***

Entry 3:
A cluster of 2 separate species, C4H14N2O in total in a non-equilibrium geometry. Source: OMol25; level of theory: ωB97M-V with the def2-TZVPD basis set.

The geometry in ORCA input format:
```
! wB97M-V def2-TZVPD RIJCOSX def2/J DEFGRID3
* xyz 0 1
C -0.12 0.72 1.38
C 0.90 -0.22 0.78
C 2.15 0.52 0.29
N 0.37 -0.99 -0.38
C -0.79 -1.82 -0.03
N -2.08 -1.28 -0.43
H 0.31 1.22 2.27
H -0.40 1.53 0.72
H -1.00 0.25 1.82
H 1.25 -0.97 1.50
H 2.89 0.69 1.08
H 2.58 -0.10 -0.49
H 1.98 1.53 -0.09
H 0.08 -0.29 -1.08
H -0.73 -2.84 -0.44
H -0.72 -1.99 1.05
H -2.03 -0.92 -1.36
H -2.59 -0.80 0.27
O -0.72 1.52 -2.31
H -1.14 2.12 -1.69
H -0.20 2.13 -2.85
*
```

Properties
HOMO: -8.39 eV
LUMO energy: 0.57 eV
SMILES string: CC(C)NCN.O
M: 106.2 g/mol

Atom charges from the natural (NBO) analysis, given in e for atoms 1 to 6: atom 1 (C): -0.628, atom 2 (C): -0.053, atom 3 (C): -0.618, atom 4 (N): -0.653, atom 5 (C): -0.055, atom 6 (N): -0.882

***

Entry 4:
A cluster of 2 separate species, C4H14N2O in total. Source: OMol25; level of theory: ωB97M-V with the def2-TZVPD basis set.

The geometry in ORCA input format:
```
! wB97M-V def2-TZVPD RIJCOSX def2/J DEFGRID3
* xyz 0 1
C 2.13 -0.51 -0.17
C 1.13 -0.14 0.92
C -0.20 0.31 0.33
N -0.69 -0.66 -0.65
C -1.20 0.60 1.46
N -2.60 0.63 0.97
H 1.94 0.05 -1.08
H 2.09 -1.58 -0.45
H 3.15 -0.31 0.14
H 0.95 -0.99 1.59
H 1.46 0.67 1.57
H -0.02 1.27 -0.18
H -1.69 -0.54 -0.74
H -0.62 -1.59 -0.22
H -0.96 1.54 1.98
H -1.12 -0.17 2.23
H -3.22 0.43 1.74
H -2.81 1.56 0.64
O 1.03 0.06 -3.53
H 0.67 -0.77 -3.87
H 0.61 0.11 -2.66
*
```

Properties
HOMO: -9.62 eV
LUMO energy: 0.91 eV
SMILES string: CC[C@@H](N)CN.O
M: 106.2 g/mol

Atom charges from the natural (NBO) analysis, given in e for atoms 1 to 6: atom 1 (C): -0.611, atom 2 (C): -0.401, atom 3 (C): -0.058, atom 4 (N): -0.855, atom 5 (C): -0.232, atom 6 (N): -0.852

***

Entry 5:
A cluster of 2 separate species, C4H14N2O in total in a non-equilibrium geometry. Source: OMol25; level of theory: ωB97M-V with the def2-TZVPD basis set.

The geometry in ORCA input format:
```
! wB97M-V def2-TZVPD RIJCOSX def2/J DEFGRID3
* xyz 1 2
C 0.44 -0.30 -0.18
C -0.57 0.21 0.87
C -1.43 -0.94 1.45
N -2.03 -0.56 2.72
C -0.15 -0.12 -1.63
N 0.90 -0.21 -2.58
H 0.74 -1.34 -0.08
H 1.31 0.33 -0.07
H -1.21 1.02 0.50
H 0.04 0.57 1.67
H -0.78 -1.82 1.44
H -2.23 -1.18 0.74
H -1.88 -1.32 3.39
H -1.59 0.25 3.11
H -0.86 -0.93 -1.82
H -0.71 0.81 -1.74
H 1.01 -1.13 -3.00
H 0.95 0.53 -3.29
H 2.99 1.41 -0.90
H 2.09 2.47 -0.12
O 2.97 2.27 -0.47
*
```

Properties
HOMO (spin up / spin down): -12.84 / -12.57 eV
LUMO energy (spin up / spin down): -3.63 / -9.01 eV
expectation value of S²: 0.755
M: 106.2 g/mol

Atom charges from the natural (NBO) analysis, given in e for atoms 1 to 6: atom 1 (C): -0.353, atom 2 (C): -0.407, atom 3 (C): -0.212, atom 4 (N): -0.792, atom 5 (C): -0.270, atom 6 (N): -0.337

***

Entry 6:
A cluster of 2 separate species, C4H14N2O2 in total in a non-equilibrium geometry. Source: OMol25; level of theory: ωB97M-V with the def2-TZVPD basis set.

The geometry in ORCA input format:
```
! wB97M-V def2-TZVPD RIJCOSX def2/J DEFGRID3
* xyz 0 1
C -1.67 0.22 -0.03
O -0.61 1.09 0.46
N -0.59 2.31 -0.26
C -0.32 3.38 0.68
O 0.52 2.26 -1.17
H -1.53 -0.12 -1.06
H -1.69 -0.61 0.67
H -2.60 0.79 0.01
H -0.31 4.32 0.12
H 0.64 3.25 1.19
H -1.13 3.40 1.40
H 0.15 1.97 -2.01
C 0.62 -2.56 1.13
N 0.58 -1.62 0.03
C 1.16 -2.13 -1.18
H 1.63 -2.92 1.35
H 0.22 -2.08 2.03
H 0.00 -3.42 0.89
H 1.02 -0.74 0.30
H 1.12 -1.36 -1.95
H 2.21 -2.45 -1.06
H 0.58 -3.00 -1.52
*
```

Properties
HOMO: -8.54 eV
LUMO energy: 0.90 eV
SMILES string: CON(C)O.CNC
M: 122.2 g/mol

Atom charges from the natural (NBO) analysis, given in e for atoms 1 to 6: atom 1 (C): -0.241, atom 2 (O): -0.426, atom 3 (N): 0.072, atom 4 (C): -0.439, atom 5 (O): -0.601, atom 6 (H): 0.175

***

Entry 7:
A structure of composition C4H14N2O2 in a non-equilibrium geometry. Source: OMol25; level of theory: ωB97M-V with the def2-TZVPD basis set.

The geometry in ORCA input format:
```
! wB97M-V def2-TZVPD RIJCOSX def2/J DEFGRID3
* xyz 0 1
C 1.07 -0.79 0.62
C -0.14 -1.56 0.08
C -1.16 -0.72 -0.79
C -2.06 -1.59 -1.54
N -0.30 0.11 -1.85
N 0.69 0.00 1.95
H 1.62 -0.04 0.01
H 1.87 -1.49 0.91
H 0.19 -2.32 -0.64
H -0.76 -2.07 0.81
H -2.94 -1.96 -1.09
H -2.05 -1.62 -2.59
H -0.79 0.96 -1.95
H -0.78 -0.48 -2.62
H -1.58 0.05 -0.09
H -0.14 -0.45 2.30
H 2.87 2.39 0.03
H 1.29 2.51 0.79
O 1.96 1.92 0.10
H 0.28 3.53 2.03
H 0.51 0.96 1.88
O 0.34 2.66 1.64
*
```

Properties
HOMO: -7.47 eV
LUMO energy: -4.25 eV
M: 122.2 g/mol

Atom charges from the natural (NBO) analysis, given in e for atoms 1 to 6: atom 1 (C): -0.287, atom 2 (C): -0.365, atom 3 (C): -0.216, atom 4 (C): 0.039, atom 5 (N): -0.727, atom 6 (N): -0.700

***

Entry 8:
A cluster of 2 separate species, C4H14N2O2 in total in a non-equilibrium geometry. Source: OMol25; level of theory: ωB97M-V with the def2-TZVPD basis set.

The geometry in ORCA input format:
```
! wB97M-V def2-TZVPD RIJCOSX def2/J DEFGRID3
* xyz 0 1
C 1.62 1.31 0.52
C 0.86 0.81 -0.68
O 1.49 0.26 -1.79
C -0.12 -0.20 -0.14
N -1.34 -0.34 -1.03
C 0.53 -1.63 0.15
N -0.40 -2.33 1.10
H 2.22 0.70 1.01
H 2.35 2.21 0.20
H 0.89 1.67 1.33
H 0.18 1.60 -1.17
H 2.42 -0.07 -1.71
H -0.60 0.26 0.72
H -1.91 -1.09 -0.63
H -1.23 -0.58 -2.00
H 1.50 -1.68 0.59
H 0.55 -2.21 -0.82
H -0.49 -1.98 2.00
H -0.16 -3.35 1.04
O -2.51 2.50 0.47
H -2.72 2.01 -0.28
H -3.12 2.16 1.13
*
```

Properties
HOMO: -8.98 eV
LUMO energy: 0.83 eV
SMILES string: C[C@@H](O)[C@@H](N)CN.O
M: 122.2 g/mol

Atom charges from the natural (NBO) analysis, given in e for atoms 1 to 6: atom 1 (C): -0.624, atom 2 (C): 0.075, atom 3 (O): -0.738, atom 4 (C): -0.061, atom 5 (N): -0.873, atom 6 (C): -0.240

***

Entry 9:
A cluster of 2 separate species, C4H14N2O2 in total in a non-equilibrium geometry. Source: OMol25; level of theory: ωB97M-V with the def2-TZVPD basis set.

The geometry in ORCA input format:
```
! wB97M-V def2-TZVPD RIJCOSX def2/J DEFGRID3
* xyz 2 1
O -2.15 0.68 -1.12
C -0.99 0.95 -1.23
C 0.17 0.02 -0.74
C -0.32 -0.81 0.46
C -0.71 -0.08 1.67
N -0.79 -1.04 2.87
N 0.80 -0.75 -1.87
H -0.59 1.91 -1.60
H 0.82 0.87 -0.44
H 0.50 -1.55 0.56
H -1.09 -1.51 0.04
H -1.65 0.50 1.71
H 0.09 0.62 1.99
H -1.21 -2.01 2.82
H -1.47 -0.78 3.59
H 0.18 -1.22 3.19
H 0.11 -1.06 -2.57
H 1.24 -1.62 -1.61
H 1.41 -0.05 -2.32
H 2.63 2.44 -1.50
H 1.26 2.43 -2.32
O 1.75 2.06 -1.57
*
```

Properties
HOMO: -17.66 eV
LUMO energy: -7.03 eV
M: 122.2 g/mol

Atom charges from the natural (NBO) analysis, given in e for atoms 1 to 6: atom 1 (O): -0.417, atom 2 (C): 0.406, atom 3 (C): -0.181, atom 4 (C): -0.466, atom 5 (C): -0.220, atom 6 (N): -0.700

***

Entry 10:
A cluster of 3 separate species, C4H14N2O4 in total in a non-equilibrium geometry. Source: OMol25; level of theory: ωB97M-V with the def2-TZVPD basis set.

The geometry in ORCA input format:
```
! wB97M-V def2-TZVPD RIJCOSX def2/J DEFGRID3
* xyz 1 2
C -1.85 0.09 -1.62
O -1.14 0.09 -2.86
C -0.84 0.27 -0.50
C -1.35 0.05 0.92
C -0.43 -0.74 1.83
N 0.55 -0.13 2.46
O -0.73 -1.93 2.03
N -0.18 1.57 -0.50
H -2.43 -0.82 -1.47
H -2.51 0.94 -1.80
H -0.62 -0.73 -2.93
H 0.02 -0.39 -0.62
H -2.34 -0.40 0.88
H -1.61 0.91 1.52
H 0.96 0.66 1.95
H 1.19 -0.67 3.06
H 0.11 1.79 -1.46
H -0.78 2.35 -0.24
H 1.94 -2.88 -0.99
H 2.87 -1.76 -0.33
O 2.36 -2.02 -1.10
H 1.50 1.42 0.34
H 3.02 0.93 0.52
O 2.29 1.42 0.90
*
```

Properties
HOMO (spin up / spin down): -14.00 / -13.98 eV
LUMO energy (spin up / spin down): -3.94 / -8.74 eV
expectation value of S²: 0.755
M: 154.2 g/mol

Atom charges from the natural (NBO) analysis, given in e for atoms 1 to 6: atom 1 (C): -0.088, atom 2 (O): -0.699, atom 3 (C): -0.083, atom 4 (C): -0.479, atom 5 (C): 0.640, atom 6 (N): -0.697

***

Entry 11:
A cluster of 2 separate species, C4H14N2OS in total in a non-equilibrium geometry. Source: OMol25; level of theory: ωB97M-V with the def2-TZVPD basis set.

The geometry in ORCA input format:
```
! wB97M-V def2-TZVPD RIJCOSX def2/J DEFGRID3
* xyz 0 1
C -1.17 -0.29 -1.62
C -0.14 -0.82 -0.66
C -0.89 -1.26 0.67
S -1.67 0.23 1.40
N 0.92 0.17 -0.57
C 2.20 -0.33 -0.17
N 2.46 -0.63 1.29
H -2.13 -0.79 -1.60
H -1.49 0.75 -1.36
H -0.97 -0.37 -2.67
H 0.23 -1.80 -1.00
H -1.61 -2.09 0.62
H -0.16 -1.73 1.34
H -1.84 0.01 2.74
H 0.58 1.01 -0.12
H 2.30 -1.30 -0.66
H 2.93 0.45 -0.40
H 2.57 0.26 1.75
H 1.82 -1.23 1.78
O -1.23 3.13 -0.57
H -0.59 3.35 0.11
H -2.14 3.28 -0.30
*
```

Properties
HOMO: -8.60 eV
LUMO energy: 0.49 eV
SMILES string: C[C@H](CS)NCN.O
M: 138.2 g/mol

Atom charges from the natural (NBO) analysis, given in e for atoms 1 to 6: atom 1 (C): -0.639, atom 2 (C): -0.057, atom 3 (C): -0.524, atom 4 (S): -0.100, atom 5 (N): -0.638, atom 6 (C): -0.048

***

Computed calculated total energy, in the same sequence as the records: -9400.1983 -9401.3242 -9402.2778 -9402.8417 -9393.1008 -11446.5016 -11442.2098 -11448.7465 -11432.3379 -15536.3767 -20237.0861 eV.